1.
This record from the Open Molecules 2025 dataset describes a structure of composition C30H60AsF6O30Tl. The level of theory is wB97M-V/def2-TZVPD.

Atoms and positions in Å:
Tl 0.844 20.169 -2.806
As 5.038 22.477 -3.001
F 5.150 22.081 -4.727
F 4.196 24.052 -3.281
F 4.783 22.726 -1.252
F 5.770 20.895 -2.617
F 6.677 23.328 -2.787
F 3.392 21.715 -3.059
C 5.993 26.545 -1.660
O 6.699 27.787 -1.770
C 6.379 28.846 -0.961
O 5.340 28.925 -0.267
O 7.326 29.737 -1.075
C 7.304 30.874 -0.261
H 6.652 25.695 -1.838
H 5.296 26.618 -2.494
H 5.398 26.463 -0.750
H 8.205 31.431 -0.517
H 7.232 30.686 0.810
H 6.400 31.435 -0.499
C 3.778 28.953 -9.127
O 3.698 27.822 -8.287
C 4.732 27.170 -7.896
O 5.923 27.550 -8.013
O 4.284 26.120 -7.164
C 5.114 25.539 -6.103
H 3.990 28.669 -10.158
H 4.414 29.738 -8.719
H 2.776 29.372 -9.212
H 5.922 24.947 -6.535
H 4.522 24.863 -5.486
H 5.538 26.153 -5.309
C 3.839 15.497 -3.212
O 3.142 16.596 -2.548
C 3.871 17.608 -1.964
O 3.430 18.697 -1.786
O 5.043 17.142 -1.463
C 6.043 17.991 -0.952
H 4.624 15.824 -3.894
H 3.157 14.958 -3.869
H 4.203 14.770 -2.485
H 6.330 18.741 -1.689
H 6.950 17.414 -0.773
H 5.605 18.374 -0.030
C 2.450 21.692 -7.349
O 2.033 23.003 -7.060
C 1.687 23.301 -5.761
O 1.428 22.482 -4.857
O 1.640 24.624 -5.695
C 1.464 25.323 -4.513
H 3.197 21.590 -8.136
H 1.546 21.138 -7.603
H 2.849 21.156 -6.489
H 1.799 24.703 -3.682
H 0.433 25.651 -4.382
H 2.162 26.155 -4.413
C 1.608 22.501 2.952
O 1.244 21.950 1.734
C 2.093 21.272 0.970
O 1.904 20.761 -0.144
O 3.281 21.220 1.554
C 4.364 20.421 1.082
H 2.104 23.432 2.677
H 2.211 21.914 3.644
H 0.660 22.651 3.470
H 4.341 19.429 1.533
H 5.366 20.829 1.213
H 4.280 20.225 0.013
C 8.567 19.126 3.649
O 7.893 19.816 2.626
C 8.451 19.973 1.387
O 9.352 19.278 0.921
O 7.908 21.047 0.857
C 8.217 21.406 -0.477
H 9.013 18.183 3.334
H 7.898 18.843 4.462
H 9.296 19.743 4.175
H 7.739 22.316 -0.842
H 7.824 20.631 -1.134
H 9.294 21.473 -0.627
C 2.312 24.765 -0.507
O 0.916 24.886 -0.648
C 0.253 23.962 -1.325
O 0.660 22.927 -1.828
O -1.007 24.380 -1.520
C -1.703 25.265 -0.655
H 2.776 25.311 -1.328
H 2.693 23.758 -0.331
H 2.632 25.303 0.386
H -1.958 24.743 0.267
H -2.671 25.509 -1.093
H -1.203 26.201 -0.406
C 2.849 16.715 -7.556
O 2.448 17.573 -6.484
C 3.213 18.343 -5.701
O 2.640 19.052 -4.847
O 4.541 18.271 -5.933
C 5.406 19.285 -5.415
H 3.886 16.426 -7.387
H 2.915 17.248 -8.504
H 2.132 15.893 -7.551
H 4.887 19.915 -4.692
H 5.750 19.825 -6.296
H 6.277 18.736 -5.058
C 6.387 28.553 3.057
O 5.524 27.456 2.914
C 6.066 26.415 2.256
O 7.237 26.331 1.711
O 5.159 25.429 2.214
C 5.537 24.170 1.703
H 5.673 29.348 3.271
H 7.008 28.825 2.203
H 6.981 28.447 3.965
H 6.195 23.602 2.361
H 6.105 24.297 0.781
H 4.636 23.648 1.381
C 10.456 27.610 -3.191
O 9.775 26.334 -3.127
C 9.633 25.666 -4.291
O 10.295 25.927 -5.255
O 8.735 24.628 -4.143
C 8.403 23.747 -5.186
H 10.893 27.813 -2.213
H 9.664 28.304 -3.473
H 11.134 27.670 -4.043
H 8.029 24.310 -6.041
H 7.628 23.086 -4.797
H 9.304 23.208 -5.479

Forces on atoms 1 to 2 (eV/Å):
Tl 0.6 0.2 0.0
As -1.2 -0.4 1.6

Output
**Relative energy (zero: lowest compared OMol25 entry of this formula, charge and spin)**: 0.0 kJ/mol
**Charge**: +2
**HOMO-LUMO gap**: 1.587 eV
**Electronic energy**: -6442.98197 Eh
**Multiplicity**: 1

Results of the Mulliken charge analysis, in e, for atoms 1 through 2: number 1, Tl, carries 1.0906; number 2, As, carries 2.0387

=====

2.
This record from the Open Molecules 2025 dataset describes the ion C4H4IN2O with charge +1. The level of theory is wB97M-V/def2-TZVPD.

Atoms and positions in Å:
C 1.197 0.337 -0.102
C 0.566 -1.996 0.035
C 0.137 1.157 -0.118
C -2.019 0.031 0.111
N 1.406 -1.039 0.077
N -1.261 1.062 0.004
O -1.898 2.150 0.107
I -3.915 -0.520 -0.032
H 2.141 0.852 -0.240
H 0.867 -3.022 0.193
H 0.367 2.211 -0.253
H 2.412 -1.222 0.219

Forces on atoms 1 to 2 (eV/Å):
C -0.5 0.8 -0.1
C -2.5 0.9 -0.2

Output
**Relative energy (zero: lowest compared OMol25 entry of this formula, charge and spin)**: 604.4 kJ/mol
**Charge**: +1
**HOMO-LUMO gap (spin up / spin down)**: 5.626 / 6.537 eV
**Electronic energy**: -636.67261 Eh
**Multiplicity**: 1

Results of the natural (NBO) charge analysis, in e, for atoms 1 through 2: number 1, C, carries 0.0301; number 2, C, carries 0.1102

=====

3.
This record from the Open Molecules 2025 dataset describes a cluster of 12 separate species, C37H84N13O12PS in total. The level of theory is wB97M-V/def2-TZVPD.

Atoms and positions in Å:
P -2.608 6.633 -4.076
C -0.952 6.429 -3.318
C -0.963 5.891 -1.894
S 0.657 5.943 -1.058
C 0.978 7.646 -1.250
N 2.007 8.252 -1.724
N 1.730 9.614 -1.644
C 0.558 9.716 -1.150
O 0.006 8.512 -0.859
H -3.064 5.322 -4.293
H -3.379 7.152 -3.032
H -0.471 7.405 -3.376
H -0.341 5.768 -3.933
H -1.329 4.869 -1.844
H -1.638 6.493 -1.286
H -0.026 10.593 -0.936
C -2.317 2.698 -0.296
O -1.681 2.703 -1.342
N -3.664 2.675 -0.247
C -4.372 2.655 1.015
C -4.413 2.666 -1.491
H -1.841 2.706 0.691
H -4.987 1.755 1.093
H -5.020 3.531 1.104
H -3.654 2.659 1.833
H -4.148 1.791 -2.086
H -4.182 3.555 -2.079
H -5.478 2.646 -1.271
C 0.035 0.743 2.263
O -0.937 1.423 1.960
N 0.438 -0.334 1.586
C 1.593 -1.119 1.985
C -0.314 -0.736 0.404
H 0.666 0.976 3.137
H 2.336 -1.121 1.186
H 1.295 -2.150 2.184
H 2.039 -0.699 2.884
H -0.315 0.070 -0.332
H -1.346 -0.945 0.678
H 0.130 -1.628 -0.027
C -5.591 9.310 -1.801
O -4.686 8.497 -1.867
N -5.424 10.642 -1.794
C -6.543 11.560 -1.698
C -4.073 11.168 -1.878
H -6.649 9.006 -1.735
H -6.575 12.210 -2.574
H -6.453 12.176 -0.801
H -7.474 11.001 -1.640
H -3.594 10.836 -2.800
H -3.476 10.806 -1.038
H -4.108 12.254 -1.856
C 5.927 5.787 1.457
O 7.121 5.686 1.672
N 5.287 6.948 1.230
C 3.859 7.012 0.980
C 6.060 8.177 1.235
H 5.256 4.911 1.432
H 3.671 7.453 0.001
H 3.373 7.623 1.745
H 3.430 6.012 1.005
H 6.837 8.138 0.472
H 6.544 8.315 2.203
H 5.399 9.017 1.035
C -2.816 -3.299 0.546
O -2.180 -3.298 -0.491
N -4.159 -3.309 0.622
C -4.859 -3.322 1.892
C -4.923 -3.307 -0.613
H -2.326 -3.297 1.535
H -5.478 -4.217 1.974
H -5.495 -2.440 1.984
H -4.139 -3.323 2.707
H -4.676 -4.183 -1.214
H -4.688 -2.420 -1.201
H -5.985 -3.317 -0.379
C 3.265 -5.261 1.840
O 2.178 -4.706 1.942
N 4.423 -4.770 2.302
C 5.672 -5.488 2.144
C 4.414 -3.487 2.980
H 3.382 -6.237 1.344
H 6.103 -5.697 3.127
H 6.379 -4.885 1.569
H 5.500 -6.421 1.610
H 3.758 -3.550 3.843
H 4.036 -2.719 2.301
H 5.422 -3.228 3.297
C 2.555 -4.783 6.372
O 3.236 -4.769 5.363
N 1.211 -4.782 6.360
C 0.424 -4.799 7.574
C 0.539 -4.764 5.066
H 2.989 -4.797 7.386
H -0.211 -5.687 7.603
H -0.212 -3.913 7.629
H 1.082 -4.812 8.441
H 0.827 -5.633 4.476
H 0.827 -3.877 4.502
H -0.537 -4.767 5.222
C -3.785 -8.303 1.243
O -4.167 -7.542 2.113
N -3.106 -7.925 0.145
C -2.680 -8.869 -0.866
C -2.797 -6.514 -0.018
H -3.973 -9.390 1.285
H -1.593 -8.853 -0.967
H -3.124 -8.619 -1.832
H -2.992 -9.874 -0.588
H -2.191 -6.167 0.819
H -3.720 -5.935 -0.031
H -2.254 -6.354 -0.945
C -6.598 10.706 3.085
O -7.254 11.416 2.345
N -5.916 9.618 2.683
C -5.139 8.803 3.594
C -5.971 9.266 1.275
H -6.506 10.904 4.166
H -4.090 8.788 3.293
H -5.515 7.778 3.603
H -5.208 9.210 4.601
H -5.591 10.092 0.678
H -7.005 9.080 0.980
H -5.373 8.377 1.088
C 5.628 -8.020 -1.167
O 5.271 -7.281 -0.262
N 6.294 -7.618 -2.256
C 6.697 -8.536 -3.313
C 6.625 -6.209 -2.382
H 5.422 -9.103 -1.157
H 7.784 -8.526 -3.413
H 6.253 -8.243 -4.256
H 6.375 -9.545 -3.066
H 7.247 -5.891 -1.545
H 5.716 -5.606 -2.375
H 7.159 -6.049 -3.315
C 6.481 -9.991 -7.106
O 6.479 -9.175 -6.202
N 5.568 -10.966 -7.251
C 5.615 -11.913 -8.347
C 4.500 -11.065 -6.269
H 7.250 -9.993 -7.896
H 4.705 -11.845 -8.946
H 5.709 -12.931 -7.965
H 6.470 -11.698 -8.983
H 3.919 -10.143 -6.249
H 4.916 -11.224 -5.274
H 3.851 -11.898 -6.527

Forces on atoms 1 to 2 (eV/Å):
P 0.3 0.9 -1.5
C 0.2 -0.6 0.4

Output
**HOMO-LUMO gap**: 8.606 eV
**Electronic energy**: -3814.41648 Eh
**Multiplicity**: 1

Results of the Mulliken charge analysis, in e, for atoms 1 through 2: number 1, P, carries 0.0248; number 2, C, carries -0.8583

=====

4.
This record from the Open Molecules 2025 dataset describes a cluster of 4 separate species, C38H77N4O10S2 in total. The level of theory is wB97M-V/def2-TZVPD.

Atoms and positions in Å:
C 3.881 1.541 3.328
C 4.288 0.253 2.521
O 5.470 0.029 2.419
N 3.274 -0.652 1.949
C 3.026 -1.639 3.077
C 3.901 -1.368 0.800
C 2.895 -2.243 -0.022
C 1.913 -1.411 -0.936
C 0.423 -1.518 -0.360
N -0.333 -0.228 -0.631
C -1.755 -0.415 -1.027
C -2.832 0.009 0.065
N -3.400 1.315 -0.379
C -3.393 2.206 0.469
O -3.528 2.886 1.383
O -3.876 -0.968 -0.127
C -5.124 -0.569 0.467
C -6.223 -0.097 -0.582
C -6.346 -1.082 -1.818
C -7.563 0.083 0.233
C -8.441 1.321 -0.185
C -7.664 2.685 -0.256
C -9.542 1.499 0.981
N -2.387 -0.110 1.431
C -1.014 0.299 1.754
C -0.079 0.659 0.546
S -0.010 2.470 0.168
C -0.487 2.798 -1.572
C 0.746 2.934 -2.570
O 0.531 3.511 -3.591
O 1.968 2.416 -2.189
C 3.046 3.366 -2.292
C 3.535 3.854 -0.859
C 4.415 2.648 -0.268
O 4.380 5.008 -0.939
C 4.546 5.630 0.299
O 5.652 5.889 0.662
C 3.355 6.049 1.245
S 3.697 7.613 2.181
H 4.039 1.433 4.432
H 4.522 2.384 2.949
H 2.821 1.779 3.051
H 3.809 -1.480 3.877
H 3.162 -2.682 2.704
H 2.040 -1.449 3.572
H 4.497 -0.647 0.177
H 4.661 -2.084 1.239
H 3.511 -2.906 -0.692
H 2.335 -2.932 0.670
H 2.182 -0.315 -0.854
H 1.963 -1.690 -2.023
H -0.035 -2.406 -0.858
H 0.548 -1.713 0.736
H 0.161 0.182 -1.444
H -2.045 0.152 -1.957
H -1.944 -1.493 -1.293
H -5.561 -1.498 0.944
H -5.051 0.188 1.290
H -5.850 0.876 -1.012
H -6.585 -0.427 -2.707
H -7.159 -1.841 -1.708
H -5.355 -1.560 -2.069
H -7.285 0.229 1.317
H -8.132 -0.884 0.155
H -9.036 1.119 -1.114
H -8.401 3.500 -0.509
H -7.163 2.893 0.731
H -6.883 2.726 -1.069
H -9.393 2.491 1.497
H -9.335 0.730 1.780
H -10.586 1.369 0.602
H -3.081 0.096 2.142
H -0.517 -0.548 2.317
H -1.043 1.166 2.476
H 0.967 0.405 0.895
H -1.245 2.102 -2.010
H -0.967 3.819 -1.581
H 2.831 4.259 -2.933
H 3.914 2.819 -2.758
H 2.609 3.999 -0.237
H 5.498 2.931 -0.187
H 4.294 1.730 -0.911
H 3.958 2.390 0.724
H 2.375 6.110 0.697
H 3.235 5.263 2.040
H 3.720 8.582 1.196
C -0.489 2.568 -8.771
C -0.453 1.088 -8.430
O 0.538 0.749 -7.469
C 0.424 1.373 -6.203
C -0.883 1.065 -5.489
H 0.485 2.898 -9.142
H -1.241 2.763 -9.538
H -0.733 3.182 -7.902
H -0.213 0.524 -9.332
H -1.437 0.738 -8.100
H 0.577 2.452 -6.299
H 1.254 0.997 -5.599
H -1.748 1.425 -6.046
H -0.897 1.539 -4.504
H -1.002 -0.014 -5.360
C -4.111 -5.275 1.409
C -4.229 -3.977 2.190
O -5.458 -3.840 2.884
C -5.746 -4.834 3.859
C -4.717 -4.911 4.973
H -4.931 -5.364 0.691
H -3.163 -5.308 0.867
H -4.152 -6.149 2.061
H -4.175 -3.140 1.491
H -3.387 -3.856 2.881
H -5.878 -5.808 3.377
H -6.715 -4.570 4.289
H -3.727 -5.179 4.598
H -5.011 -5.661 5.709
H -4.626 -3.945 5.475
C 10.619 -3.795 3.225
C 9.261 -4.412 2.935
O 8.187 -3.764 3.599
C 7.994 -2.392 3.291
C 7.712 -2.130 1.822
H 10.818 -3.800 4.300
H 11.407 -4.356 2.719
H 10.678 -2.760 2.886
H 9.261 -5.446 3.287
H 9.072 -4.453 1.857
H 8.850 -1.803 3.637
H 7.134 -2.062 3.880
H 8.544 -2.436 1.184
H 7.534 -1.068 1.655
H 6.830 -2.689 1.499

Forces on atoms 1 to 2 (eV/Å):
C -0.8 -0.3 -1.1
C 0.8 1.0 0.8

Output
**Charge**: +1
**HOMO-LUMO gap**: 8.538 eV
**Electronic energy**: -3261.46388 Eh
**Multiplicity**: 1

Results of the Mulliken charge analysis, in e, for atoms 1 through 2: number 1, C, carries -1.0711; number 2, C, carries 0.3402

=====

5.
This record from the Open Molecules 2025 dataset describes a structure of composition C22H26ClF6N2O9P3S2W. The level of theory is wB97M-V/def2-TZVPD.

Atoms and positions in Å:
W -0.810 1.093 0.388
Cl 2.167 -3.576 -5.552
C 2.102 -2.423 -4.278
C 3.271 -2.015 -3.653
C 3.205 -1.019 -2.692
C 1.994 -0.459 -2.335
O 1.919 0.620 -1.470
C 0.782 -1.046 -2.770
C -0.526 -1.008 -2.150
N -0.836 -0.852 -0.886
C -2.039 -1.503 -0.480
C -2.855 -2.310 -1.254
C -3.963 -2.968 -0.710
C -4.264 -2.865 0.619
C -3.455 -2.072 1.452
C -3.687 -1.931 2.834
C -2.840 -1.155 3.583
C -1.786 -0.497 2.961
N -1.540 -0.574 1.654
C -2.358 -1.371 0.900
C 0.882 -1.956 -3.838
H 4.219 -2.458 -3.922
H 4.114 -0.708 -2.199
H -1.306 -1.369 -2.805
H -2.670 -2.450 -2.307
H -4.579 -3.580 -1.355
H -5.109 -3.388 1.045
H -4.531 -2.440 3.281
H -2.983 -1.032 4.646
H -1.131 0.152 3.523
H -0.025 -2.352 -4.274
C 1.595 -0.658 3.007
P 1.495 -0.237 1.222
C 1.648 -1.966 0.605
C 3.288 0.328 0.892
C 3.708 1.643 0.183
P 2.891 1.920 -1.431
C 2.195 3.537 -1.876
C 4.112 1.792 -2.769
H 2.544 -1.154 3.208
H 0.789 -1.352 3.248
H 1.517 0.237 3.617
H 2.429 -2.491 1.155
H 1.869 -2.008 -0.458
H 0.700 -2.480 0.767
H 3.731 -0.503 0.340
H 3.742 0.376 1.881
H 4.785 1.600 -0.001
H 3.510 2.485 0.839
H 2.774 3.950 -2.699
H 2.216 4.206 -1.017
H 1.155 3.418 -2.166
H 4.819 2.612 -2.634
H 3.591 1.942 -3.716
H 4.664 0.864 -2.824
F -1.480 3.084 0.479
P -2.961 3.430 1.499
F -2.842 1.750 1.826
F -4.218 3.572 2.426
F -1.988 3.632 2.728
F -3.853 3.053 0.261
F -2.839 4.923 1.068
O -2.363 0.796 -2.881
S -2.093 1.704 -1.810
O -2.516 1.041 -0.474
O -0.582 1.647 -1.457
O -2.457 3.060 -1.969
O 1.916 2.264 2.593
S 0.742 2.731 1.904
O 0.474 4.113 2.001
O 0.861 2.315 0.409
O -0.376 1.716 2.189

Forces on atoms 1 to 2 (eV/Å):
W 4.4 -1.8 1.5
Cl 0.0 0.0 -0.1

Output
**Relative energy (zero: lowest compared OMol25 entry of this formula, charge and spin)**: 200.4 kJ/mol
**Charge**: +1
**HOMO-LUMO gap (spin up / spin down)**: 6.741 / 7.147 eV
**Electronic energy**: -4587.58253 Eh
**Multiplicity**: 2

Results of the Mulliken charge analysis, in e, for atoms 1 through 2: number 1, W, carries 3.7605; number 2, Cl, carries -0.1737